No. 1
{
  "formula": "C3H10N4O",
  "method": "ωB97M-V with the def2-TZVPD basis set",
  "spin_multiplicity": 1,
  "charge": 0,
  "species": ["O", "H", "C", "N", "C", "H", "H", "H", "H", "H", "N", "H", "C", "H", "N", "H", "H", "N"],
  "coordinates": [[-0.47202, 0.25660, -1.73924], [1.43998, -2.29064, 0.88189], [2.51468, -1.72916, 0.20736], [-2.51052, 1.05764, -1.15101], [-1.16123, 0.95689, -1.01700], [0.50745, -1.16680, 2.08310], [-1.75431, 3.26733, -0.01956], [1.20269, -0.53847, -0.67865], [-3.08444, 1.49715, -0.45170], [-2.96082, 0.49749, -1.85732], [1.80990, -0.57322, 0.14323], [2.62627, -2.34224, -0.69047], [-0.52887, 1.80577, 0.06982], [-0.76556, -1.71341, 1.24538], [-0.91366, 2.94435, 0.46737], [3.40568, -1.69230, 0.83087], [0.38537, 1.37808, 0.47819], [0.25943, -1.61507, 1.19771]],
  "atomic_forces_ev_per_a": [[-0.16, 0.20, 0.21], [-1.87, 0.46, 0.56], [0.55, 1.57, -0.76], [0.06, -0.01, -0.01], [-0.08, -0.04, -0.15], [0.12, -0.18, -0.01], [0.05, -0.10, -0.01], [-0.02, -0.10, 0.05], [0.10, -0.03, -0.03], [0.06, 0.02, 0.06], [0.92, -1.01, -0.01], [-0.32, -0.13, 0.11], [0.03, 0.12, 0.03], [0.19, -0.61, 0.12], [-0.05, -0.14, -0.10], [-0.20, -0.09, 0.25], [-0.01, -0.03, 0.00], [0.62, 0.09, -0.29]]
}

=====

No. 2
{
  "formula": "C5H11NO2",
  "method": "ωB97M-V with the def2-TZVPD basis set",
  "spin_multiplicity": 1,
  "charge": 0,
  "species": ["C", "C", "H", "H", "H", "C", "H", "O", "C", "N", "H", "H", "H", "H", "O", "H", "H", "H", "C"],
  "coordinates": [[0.00840, -0.42154, -0.12896], [2.94815, -0.69377, 0.43608], [1.29437, -1.93577, -0.49480], [0.11348, -0.97889, 0.86493], [-2.53277, 0.91958, -0.51515], [-0.32250, 1.07296, -0.02096], [-0.91649, -0.81271, -0.57729], [-2.71184, -0.96217, 0.62140], [1.14043, -0.90979, -0.98955], [2.34543, -0.17968, -0.69004], [1.02886, -0.72202, -2.12227], [0.38388, 1.57619, -0.71831], [-1.91591, 2.61205, -0.49418], [-3.26381, -1.61739, 1.01440], [2.38297, -1.15341, 1.49077], [0.18182, 1.50739, 0.98017], [-2.39710, 1.60891, 0.94574], [4.00927, -0.51455, 0.37270], [-1.77667, 1.60460, 0.02533]],
  "atomic_forces_ev_per_a": [[-3.34, 0.84, 3.48], [-1.41, -0.22, 3.42], [-0.53, 0.82, -1.92], [-0.14, 1.28, -1.33], [1.46, 0.74, 0.07], [2.48, 2.14, 3.06], [-0.26, -0.93, -0.47], [1.18, 1.27, -0.86], [3.56, -1.15, -2.08], [-2.18, -1.08, 1.07], [-0.54, -0.90, 1.77], [-1.21, 0.04, -0.23], [0.58, -1.22, 0.80], [-0.52, -1.29, 0.56], [1.84, 1.32, -3.87], [-0.96, -1.14, -1.82], [1.51, 0.20, 0.15], [0.80, -0.27, 0.31], [-2.32, -0.44, -2.14]]
}

=====

No. 3
{
  "formula": "C2H7OPS2",
  "method": "ωB97M-V with the def2-TZVPD basis set",
  "spin_multiplicity": 1,
  "charge": 0,
  "species": ["S", "H", "S", "H", "H", "H", "O", "H", "C", "H", "P", "C", "H"],
  "coordinates": [[2.64141, 0.10489, -2.67616], [-0.08482, 1.66027, 1.84108], [-0.26869, -0.27436, 0.44773], [1.08757, -2.75647, -0.77689], [-0.97860, 1.54899, -0.71275], [0.38279, 0.29576, 2.75668], [1.39150, -2.05432, -1.36517], [-1.23125, -0.00968, -1.62090], [-1.38911, 0.61470, -0.65528], [-1.27976, 0.61264, 2.26373], [2.51075, -0.89521, -1.05080], [-0.32407, 0.65141, 1.96951], [-2.45772, 0.50139, -0.42079]],
  "atomic_forces_ev_per_a": [[0.00, -0.16, 0.45], [0.52, 1.70, -0.53], [0.48, -0.82, 0.07], [0.44, 0.42, 0.44], [0.33, 2.64, -0.63], [-0.66, -0.26, -0.83], [0.17, 0.03, -0.80], [-0.19, 1.42, 1.31], [-0.35, -4.09, -1.03], [-3.49, -0.23, 1.74], [-0.59, -0.44, -0.28], [2.86, -0.67, -0.16], [0.47, 0.44, 0.24]]
}

=====

No. 4
{
  "formula": "C15H30Cl6O9",
  "method": "ωB97M-V with the def2-TZVPD basis set",
  "spin_multiplicity": 2,
  "charge": 1,
  "species": ["H", "C", "O", "H", "O", "Cl", "H", "C", "H", "C", "C", "O", "H", "H", "C", "H", "H", "H", "C", "H", "O", "H", "H", "H", "H", "H", "H", "H", "O", "H", "O", "C", "Cl", "H", "C", "O", "H", "O", "H", "O", "H", "C", "C", "Cl", "H", "H", "Cl", "C", "H", "H", "H", "H", "H", "C", "Cl", "H", "Cl", "C", "C", "C"],
  "coordinates": [[-0.11426, -3.45484, 0.38077], [0.32922, -2.62466, -0.16897], [0.52993, 2.82860, -4.49866], [3.07254, -0.34789, 5.09990], [-2.55420, -1.77840, 1.04687], [-4.04010, -4.52068, 0.42581], [-2.17753, 1.25308, -1.09719], [-5.33848, 1.13609, 1.83744], [0.86879, 2.08041, -6.92750], [4.02476, 0.75137, 1.01540], [-2.96675, -4.88118, -0.95246], [0.37691, 0.88016, -3.28748], [-2.27263, -4.35131, 2.65971], [5.02625, 0.97326, 1.38401], [2.30315, -0.14688, 4.35442], [-2.60819, -3.96002, -1.41178], [-5.29100, -0.77099, 0.74037], [1.56411, 0.64105, -7.36955], [0.68394, 1.62840, -4.38036], [-2.12692, 0.84922, -2.78178], [-2.82908, -2.35697, 3.25828], [3.80534, 5.80246, 0.78068], [-4.92149, 1.58109, 2.74088], [-1.78666, -3.65304, 4.24004], [-0.42164, 2.48489, -2.24604], [-1.48891, -0.29448, -1.51905], [2.08062, 5.50999, 0.83361], [4.95821, -0.26608, -0.53630], [3.44980, 1.86242, 0.44926], [3.41038, 0.51685, 1.88466], [3.18370, 3.98472, 0.02976], [3.61294, 3.09448, 0.96650], [0.82463, -0.61828, 5.10462], [0.47631, 1.28914, -1.37335], [-3.07989, -1.61980, 2.16136], [1.27738, 0.82170, -5.32836], [2.78248, 5.89248, -0.69543], [-4.07331, -0.71662, 2.40629], [-6.33338, 0.82082, 2.15190], [3.94425, 3.44323, 2.02320], [4.40892, -1.26841, 0.82817], [-1.94277, -3.45218, 3.18014], [1.59557, 1.36044, -6.55126], [1.69125, -3.36169, -1.13456], [-0.41549, -2.30617, -0.89840], [3.26487, -0.68897, -0.48584], [2.26378, 1.60302, 4.27018], [4.12902, -0.46972, 0.14126], [-0.96702, -3.16669, 2.78706], [-3.99549, 0.20586, 0.44942], [-5.55565, 1.85726, 1.04950], [2.59594, 1.79322, -6.54318], [2.39888, -0.71433, 3.42871], [-0.25478, 1.41024, -2.17269], [-1.52317, -5.82595, -0.61361], [-3.52128, -5.36818, -1.75460], [0.91325, -1.39424, 0.95686], [-4.64813, -0.07302, 1.27670], [-1.57540, 0.74114, -1.84784], [2.97650, 5.35454, 0.23251]],
  "atomic_forces_ev_per_a": [[0.20, 0.28, 0.19], [0.30, -1.46, -0.67], [-0.03, -1.61, 0.27], [0.21, -0.29, -0.57], [-0.74, 0.37, 2.55], [0.40, -0.41, -0.51], [0.41, 0.28, 0.12], [-1.89, -0.10, -0.17], [0.04, 0.47, 0.58], [1.08, -0.85, 0.99], [-0.21, 0.64, -0.95], [0.73, -0.80, -2.67], [-0.53, 0.38, -0.07], [0.03, 0.33, 0.34], [0.53, -0.74, 1.12], [-0.16, 0.20, 0.55], [-0.54, -0.11, 0.49], [0.17, -0.77, 0.62], [0.49, 0.80, -0.52], [-0.41, -0.57, 0.03], [-1.13, 1.32, -0.99], [0.10, 0.02, -0.24], [0.59, -0.01, -0.45], [0.04, -0.47, -0.14], [0.08, 0.05, -0.44], [0.03, -0.02, -0.31], [-0.07, -0.19, 0.13], [0.16, -0.23, -0.11], [-0.32, 1.49, -0.78], [-0.37, -0.13, 0.64], [0.51, -2.89, -0.47], [-2.63, 1.49, -5.10], [-1.13, -0.44, 0.35], [-0.05, -0.07, 0.33], [-0.03, -0.44, -2.29], [-1.53, -0.59, 2.94], [0.40, -0.66, -0.25], [1.96, -1.66, 0.19], [-0.16, 0.00, 0.21], [1.43, -0.11, 4.04], [-0.20, -0.24, -0.35], [1.26, -0.15, 0.82], [0.26, 1.31, -2.22], [-0.59, 0.53, 0.52], [0.32, 0.69, 0.34], [-0.08, -0.15, 0.42], [0.29, 0.78, -1.10], [0.11, 0.55, -0.62], [-0.06, 0.22, -0.25], [1.04, -0.01, 0.65], [0.38, 0.24, 0.13], [-0.07, 0.19, 0.06], [0.22, 0.60, -0.08], [-0.02, 1.29, 2.03], [-0.01, -0.18, 0.40], [-0.16, -0.31, 0.52], [-0.36, 0.06, -0.23], [0.09, 0.46, -0.76], [-0.10, 0.03, -0.73], [-0.24, 1.54, 1.47]]
}

=====

No. 5
{
  "formula": "CH8N2S2",
  "method": "ωB97M-V with the def2-TZVPD basis set",
  "spin_multiplicity": 1,
  "charge": 0,
  "species": ["H", "C", "H", "S", "H", "H", "H", "S", "H", "N", "N", "H", "H"],
  "coordinates": [[1.62951, -1.92510, -1.85107], [-1.29286, 1.89599, 0.97621], [0.67441, 1.06079, 0.79895], [0.02091, -1.77750, 0.04906], [-1.44298, 2.97559, 0.85542], [-2.64486, 1.35934, -0.42231], [-1.94379, 1.63734, 1.82352], [1.48263, -0.84844, -1.09457], [-0.56156, -0.76485, 0.68334], [0.08461, 1.67094, 1.33725], [-1.67572, 1.15954, -0.22130], [0.34788, 1.67121, 2.30483], [-1.09633, 1.46680, -0.99104]],
  "atomic_forces_ev_per_a": [[-0.03, -0.27, -0.30], [-0.11, 0.53, 0.55], [-0.33, -0.03, -0.16], [-0.12, -1.39, 0.30], [0.01, 0.14, -0.17], [-0.01, -0.03, -0.25], [-0.07, -0.35, -0.29], [0.06, 0.76, 0.27], [0.08, 0.60, -0.35], [0.68, 0.11, -0.14], [0.26, -0.10, 0.69], [-0.28, -0.04, 0.09], [-0.14, 0.06, -0.22]]
}

=====

No. 6
{
  "formula": "C4H34O13",
  "method": "ωB97M-V with the def2-TZVPD basis set",
  "spin_multiplicity": 1,
  "charge": 0,
  "species": ["O", "H", "H", "H", "O", "C", "O", "H", "H", "H", "H", "O", "H", "C", "H", "H", "O", "O", "H", "H", "H", "O", "H", "H", "H", "H", "H", "H", "H", "H", "H", "O", "H", "H", "H", "O", "C", "O", "O", "H", "H", "H", "O", "H", "H", "H", "H", "O", "H", "C", "H"],
  "coordinates": [[-1.39939, 0.18328, 0.65060], [1.27411, -2.26008, 3.00293], [-1.94808, -1.35448, -3.15854], [0.18638, 0.99680, -0.35693], [-3.68480, 1.76244, 2.87474], [0.00420, 0.24771, 0.41869], [0.51329, 3.30408, -2.57998], [-0.90132, 0.04628, -3.21155], [0.19086, -1.85075, 0.74339], [-3.44193, 0.82903, 2.84475], [2.18806, -4.33282, -0.12771], [1.26085, -1.35937, 3.37848], [-2.76683, 0.27044, -4.89506], [-2.90658, 0.49369, -3.83754], [-3.93212, 0.19748, -3.58430], [1.79915, 0.45943, 3.29297], [2.60517, -3.84096, 0.58752], [-1.94397, -0.72342, 3.28965], [-2.14366, -0.14841, -1.91840], [2.58718, -1.35182, -2.63077], [3.45495, -3.56332, 0.23014], [2.42069, -2.24544, -2.97106], [-3.06539, 2.17900, 3.48083], [2.26143, 1.86728, 2.88037], [0.33489, 4.10195, -3.08669], [2.23857, 0.90136, -1.24495], [2.35761, 0.89755, -2.75927], [-1.49599, -1.40274, 3.80489], [0.20590, -1.35773, -1.00092], [1.26961, -1.50223, 4.33005], [1.54551, -2.46577, -2.64076], [1.96138, 1.35445, 3.63427], [1.63148, -1.15951, 0.03441], [1.82034, 3.43131, 0.37781], [1.63895, -3.93630, 2.08833], [2.57650, 3.22668, -0.18238], [-1.91879, -0.27505, -2.97791], [2.71190, 0.47563, -1.96690], [1.11777, -4.08341, 2.90408], [-2.71835, 2.05816, -2.71412], [3.12507, 2.64626, 0.35636], [-2.03331, 1.63715, -0.26495], [-2.53521, 2.37540, -0.65795], [0.24673, 3.51738, -1.68320], [-2.07898, 3.17736, -0.39315], [-1.48437, -0.19347, 1.54048], [0.55203, 0.56009, 1.31409], [-2.76632, 1.89667, -3.66696], [0.38417, -4.64031, 2.62728], [0.54079, -1.12484, 0.00958], [-1.84009, 0.07786, 3.81527]],
  "atomic_forces_ev_per_a": [[0.63, 0.19, 0.07], [-0.18, 0.17, 0.30], [-0.19, 0.05, -0.16], [-0.11, -0.04, -0.09], [0.03, -0.06, 0.07], [0.45, -0.56, -0.09], [0.09, -0.09, -0.05], [0.00, 0.15, 0.20], [-0.13, -0.15, -0.18], [-0.15, 0.10, -0.10], [0.04, 0.05, -0.06], [-0.10, 0.02, -0.07], [0.11, 0.11, -0.03], [-0.22, 0.05, 0.23], [0.01, -0.09, -0.01], [0.05, -0.03, 0.08], [-0.02, -0.10, -0.19], [-0.11, 0.16, 0.13], [0.16, 0.19, 0.03], [-0.03, -0.01, 0.11], [0.00, 0.08, 0.06], [0.07, -0.09, 0.09], [-0.03, 0.03, -0.01], [0.05, 0.02, 0.04], [-0.06, -0.05, -0.06], [0.01, 0.16, -0.06], [0.03, 0.20, 0.07], [0.11, -0.07, -0.16], [-0.12, -0.25, 0.10], [0.13, -0.04, 0.02], [-0.04, 0.05, -0.06], [-0.11, 0.00, -0.09], [-0.01, 0.08, -0.08], [0.05, 0.08, 0.05], [0.10, -0.37, 0.17], [-0.16, -0.24, 0.13], [0.12, -0.37, -0.15], [-0.03, -0.16, -0.17], [0.09, 0.15, -0.33], [0.00, 0.17, 0.11], [0.14, 0.08, -0.04], [-0.38, 0.09, 0.24], [0.21, -0.08, -0.33], [0.00, 0.02, 0.01], [-0.09, 0.04, 0.07], [-0.43, -0.05, 0.00], [-0.25, 0.17, 0.11], [0.07, -0.22, -0.12], [-0.05, 0.03, 0.08], [0.10, 0.49, 0.06], [0.17, -0.04, 0.06]]
}

=====

| no. | total energy (eV) |
| --- | --- |
| 1 | -11276.542 |
| 2 | -10939.260 |
| 3 | -35194.135 |
| 4 | -109592.068 |
| 5 | -25816.592 |
| 6 | -31317.277 |